Entry 1:
Ca3I as an isolated structure in a non-equilibrium geometry. Source: the OMol25 dataset; level of theory: ωB97M-V/def2-TZVPD.

The geometry in XYZ format:
```
4
Properties=species:S:1:pos:R:3
Ca -3.0196 -25.5578 2.1854
Ca -6.8045 -21.9067 2.4031
Ca -3.9837 -21.8464 -1.0466
I -3.8728 -22.6510 1.8992
```

Results
ΔE to the lowest compared entry with this formula, charge and spin in kcal/mol: 74.6
Frontier orbital gap in eV: 10.21
Net charge: +5

Entry 2:
A 2-piece molecular cluster, C2H4O2 overall in a non-equilibrium geometry. Source: the OMol25 dataset; level of theory: ωB97M-V/def2-TZVPD.

The geometry in XYZ format:
```
8
Properties=species:S:1:pos:R:3
C -1.7087 0.0150 0.0551
C 2.1686 0.2746 -0.3474
O -1.1946 -1.0331 -0.0222
O 1.9841 -0.8982 0.1983
H -2.8469 0.3529 0.2584
H -0.9728 0.9941 -0.0395
H 3.0892 0.7336 -0.0057
H 1.1140 -1.4002 -0.0197
```

Results
ΔE to the lowest compared entry with this formula, charge and spin in kcal/mol: 116.8
Frontier orbital gap in eV: 9.00
Net charge: 0

Entry 3:
C2H8N3 as an isolated structure in a non-equilibrium geometry. Source: the OMol25 dataset; level of theory: ωB97M-V/def2-TZVPD.

The geometry in XYZ format:
```
13
Properties=species:S:1:pos:R:3
C 0.3728 0.6642 0.3878
C -1.6689 -0.2973 1.2289
N -0.4029 0.3010 1.2397
N 1.6241 1.0955 0.1980
N -0.1260 0.3162 -1.4598
H -2.5687 0.3783 1.3900
H -1.6063 -1.0160 1.9970
H -1.8891 -0.7807 0.1866
H 1.7288 1.8678 -0.5337
H 2.3152 1.1234 0.9554
H 0.4473 -0.5230 -1.8101
H -1.0885 0.0753 -1.3853
H -0.0100 1.1369 -2.0525
```

Results
ΔE to the lowest compared entry with this formula, charge and spin in kcal/mol: 60.5
Frontier orbital gap in eV: 10.98
Net charge: +1

Entry 4:
C2H6CuIO2 as an isolated structure. Source: the OMol25 dataset; level of theory: ωB97M-V/def2-TZVPD.

The geometry in XYZ format:
```
12
Properties=species:S:1:pos:R:3
Cu -2.1508 0.5127 4.0142
I -2.6516 2.4043 2.1717
C 0.8991 -0.6125 -1.2457
C -0.2935 -0.0571 -0.5017
O 0.1650 0.6904 0.6099
O 1.7932 -1.1358 -0.2526
H 1.4156 0.1495 -1.8343
H 0.5810 -1.4498 -1.8704
H -0.8655 -0.9184 -0.1231
H -0.9521 0.5397 -1.1352
H -0.5288 1.2935 0.8812
H 2.5886 -1.4166 -0.7140
```

Results
ΔE to the lowest compared entry with this formula, charge and spin in kcal/mol: 0.4
Spin multiplicity: 2
<S²>: 0.7532
Frontier orbital gap (spin up / spin down) in eV: 6.31 / 3.77
Net charge: +1

Entry 5:
An isolated ion of composition C23H36BrF11IN4O5S2 and charge +1 in a non-equilibrium geometry. Source: the OMol25 dataset; level of theory: ωB97M-V/def2-TZVPD.

The geometry in XYZ format:
```
83
Properties=species:S:1:pos:R:3
C -0.9972 3.7379 2.9312
O -2.1220 2.8315 2.9202
C -2.2976 2.3172 4.2682
C -3.4426 1.2019 4.3736
C -4.6886 1.4712 3.3914
C -5.4220 0.0553 3.1423
C -4.5714 -0.9568 2.2554
C -4.3329 -0.4719 0.7515
C -3.5181 -1.5341 -0.1189
C -2.2088 -0.8740 -0.7445
C -1.3566 -1.9816 -1.5513
N 0.1071 -1.9200 -1.3418
C 0.7767 -0.6383 -1.3050
N 0.9353 0.1729 -2.3570
C 1.7045 1.4765 -2.2096
C 0.7170 2.7222 -2.3024
C 1.3845 4.1283 -2.0082
F 0.4631 5.1019 -2.4932
F 1.4628 4.3857 -0.6096
C 2.7563 4.4080 -2.7735
F 2.7314 5.7816 -3.1319
F 2.8002 3.7225 -4.0168
C 4.0774 4.2127 -1.9043
F 4.4754 5.4067 -1.2695
F 4.0063 3.1946 -0.9454
C 5.3244 3.8235 -2.8629
F 6.4559 3.8655 -2.0183
F 5.4904 4.6989 -3.9178
F 5.2420 2.4735 -3.2758
S 0.3319 -0.1520 -3.9534
O 1.0651 0.5866 -5.0124
O 0.4389 -1.6219 -4.2497
F -1.2713 0.2784 -4.0123
N 1.2539 -0.5168 0.0570
Br 0.7531 0.9990 1.0329
C 1.2220 -1.8441 0.7974
N 0.2267 -1.5468 1.8665
F 2.3601 -2.1777 1.5889
C 0.8006 -2.8070 -0.4021
C 1.9728 -3.4437 -1.3468
C 3.3760 -2.6865 -1.2501
C 4.4554 -3.4273 -0.2884
I 4.2552 -2.8151 -3.2814
S 0.0130 -4.3281 0.2965
C 1.2265 -5.3619 1.2858
O -1.2583 -4.1038 1.0623
O -0.3502 -5.2009 -0.8941
H -1.3894 4.7942 3.1476
H -0.2185 3.4644 3.7239
H -0.4747 3.6653 1.9258
H -2.4571 3.1608 5.0245
H -1.3119 1.7947 4.5370
H -3.8438 1.1749 5.4393
H -2.9279 0.2002 4.1713
H -5.4113 2.1420 3.9536
H -4.3866 1.8701 2.3733
H -6.4847 0.2345 2.7467
H -5.5724 -0.4405 4.1686
H -3.5614 -1.2052 2.7170
H -5.1555 -1.9414 2.2224
H -5.3354 -0.1656 0.3040
H -3.7069 0.4829 0.8105
H -4.1342 -1.9380 -0.9932
H -3.2183 -2.3902 0.5807
H -2.4969 -0.0492 -1.4933
H -1.6287 -0.3534 0.0824
H -1.5452 -1.7520 -2.6624
H -1.8523 -2.9817 -1.3646
H 2.3147 1.4098 -1.2571
H 2.4667 1.4540 -3.0695
H -0.2281 2.6241 -1.6684
H 0.3423 2.7661 -3.3889
H -0.7358 -1.6698 1.5246
H 0.4371 -2.2440 2.6057
H 1.5799 -3.3160 -2.4158
H 2.1259 -4.5540 -1.1911
H 3.3203 -1.5773 -1.0337
H 4.0792 -4.4193 0.1087
H 5.4604 -3.4832 -0.8051
H 4.5969 -2.7312 0.6144
H 1.9934 -5.8173 0.5643
H 0.7013 -6.1846 1.8598
H 1.8346 -4.6678 1.9642
```

Results
Frontier orbital gap in eV: 6.68
Net charge: +1
SMILES: COCCCCCCCCCN1C(N(CCC(F)(F)C(F)(F)C(F)(F)C(F)(F)F)S(=O)(=O)F)=[N+](Br)[C@](N)(F)[C@@]1(C[C@@H](C)I)S(C)(=O)=O

Entry 6:
An isolated ion of composition CNO7P and charge -2 in a non-equilibrium geometry. Source: the OMol25 dataset; level of theory: ωB97M-V/def2-TZVPD.

The geometry in XYZ format:
```
10
Properties=species:S:1:pos:R:3
C -2.7972 0.4444 0.2228
N -0.4127 -0.0165 -0.2242
O 2.7758 -0.0167 1.2279
O 2.8633 -1.4876 -0.9424
O -3.1718 0.1115 -0.8826
O 2.2964 1.1025 -1.0326
O -3.1749 1.0788 1.1938
O -1.4239 -0.2888 0.5537
O 0.5980 -0.7458 0.1006
P 2.4471 -0.1820 -0.2170
```

Results
Frontier orbital gap in eV: 7.15
Net charge: -2